(1)
The following is a quantum chemistry calculation of C2F6NO4RhS2 as an isolated structure in a non-equilibrium geometry, from the Open Molecules 2025 dataset.

The geometry in XYZ format:
```
16
Properties=species:S:1:pos:R:3:forces:R:3
O -2.21619 2.41820 1.02149 -0.4667 -0.3399 0.1955
Rh -2.23097 0.67121 0.77968 -0.3226 3.1520 0.8401
N 0.98515 -0.46257 -0.17459 -0.3136 1.1871 0.4443
S 0.89581 1.24202 0.25853 0.7278 -0.6719 -0.9593
O 2.10815 2.01841 -0.14121 -1.7607 -1.6191 0.4268
C 1.12947 0.97878 2.10020 1.1566 0.1990 -0.6512
F 2.26496 0.35633 2.36785 -0.1031 -0.0480 0.0517
F 0.11543 0.27344 2.57926 -0.7401 -0.3806 0.2830
F 1.14528 2.17247 2.67865 -0.1548 0.0894 0.0860
S -0.22284 -1.37782 -0.52331 2.4418 -1.2836 0.0807
O -1.52237 -0.94831 0.09078 0.3771 -2.3879 -0.9768
O 0.07337 -2.79163 -0.35014 -0.7141 2.1323 -0.2510
C -0.57175 -1.17571 -2.34740 0.3365 -0.3954 0.4885
F -0.83243 0.09561 -2.61052 -0.1993 0.5108 0.0004
F 0.48746 -1.55036 -3.04196 0.0586 -0.0313 0.0510
F -1.60854 -1.92007 -2.68732 -0.3237 -0.1130 -0.1097
```
Forces are in eV/Å.

Computed properties:
HOMO level (spin up / spin down) = -9.966 / -10.008 eV
<S²> = 6.02
Orbital gap (spin up / spin down) = 9.409 / 6.415 eV
2S+1 = 5
LUMO energy (spin up / spin down) = -0.6 / -3.6 eV

***

(2)
The following is a quantum chemistry calculation of C25H43LuNP2 as an isolated structure in a non-equilibrium geometry, from the Open Molecules 2025 dataset.

The geometry in XYZ format:
```
72
Properties=species:S:1:pos:R:3:forces:R:3
Lu -0.01233 0.47686 0.56836 -1.9261 -3.7233 2.0379
C 0.68331 -1.75467 2.38413 -1.1813 0.3147 -0.4465
C -0.54079 -1.03163 2.68684 0.1535 -1.2110 -0.6715
C -1.05031 -2.82505 1.30541 0.2699 0.5889 0.6110
C 0.35236 -2.85674 1.55305 -0.4086 1.2045 -0.1705
C -1.61328 -1.75442 2.03737 1.3830 0.0818 -0.5165
C 1.98156 -1.52696 3.06039 0.3499 0.0062 0.4021
H 1.97400 -0.56880 3.59113 0.1750 -0.1248 -0.1030
H 2.81489 -1.52702 2.35003 0.2496 -0.0028 0.1866
H 2.19268 -2.30958 3.80524 0.0507 0.1817 -0.1646
C 1.28054 -3.90764 1.06135 0.3164 -0.2332 -0.1813
H 2.32968 -3.63456 1.25087 -0.2190 -0.1500 -0.0559
H 1.15115 -4.07097 -0.01798 0.1051 -0.1680 0.2607
H 1.09173 -4.87109 1.56286 0.1071 0.2505 -0.1668
C -1.79249 -3.80000 0.46388 -0.2826 -0.2290 -0.3598
H -1.78010 -4.83630 0.83952 0.0869 0.3351 0.0311
H -1.36496 -3.83000 -0.54940 -0.2074 -0.1421 0.1707
H -2.84610 -3.50106 0.38156 0.2126 -0.1707 -0.0082
C -3.05945 -1.51339 2.24278 -0.5460 0.0323 0.0334
H -3.53275 -2.34698 2.78287 0.0866 0.1484 -0.1613
H -3.58990 -1.39898 1.28788 -0.1114 0.0602 0.2076
H -3.21504 -0.62168 2.85366 -0.1580 -0.0074 -0.1867
C -0.75231 -0.26401 3.94027 -0.1329 0.3144 0.6891
H -0.90806 -0.94189 4.80230 0.0211 0.2221 -0.3102
H -1.64885 0.36602 3.86317 0.3429 0.0639 0.1998
H 0.11736 0.35154 4.19125 -0.2472 0.1603 0.0088
C 1.98585 3.14400 -1.11811 0.6165 0.0906 0.6038
C 2.51426 2.95605 0.10370 0.6231 0.4092 -0.6894
C 2.12974 3.58094 1.40855 -0.1073 0.1162 0.7824
C 0.61160 3.74148 1.65073 -0.0097 -0.2519 0.2243
C -0.15580 2.54318 1.11761 0.6119 0.0471 1.8214
C -0.61649 2.36933 -0.25661 -0.6303 0.1769 -1.9807
C -0.56708 3.50283 -1.24912 -0.7358 0.3095 0.4606
C 0.85812 4.07433 -1.45705 -0.2547 0.0989 -0.5724
H 2.63919 4.55782 1.56910 -0.1132 -0.5017 -0.2447
H 0.27991 4.71923 1.28640 -0.1878 -0.1680 -0.1944
H 2.51775 2.90098 2.19140 -0.1591 0.3666 -0.2054
H 0.95181 5.03695 -0.93711 0.1162 -0.3530 -0.0037
H 2.52158 2.70631 -1.97391 -0.2082 -0.0549 0.3328
H 3.42923 2.34519 0.16655 -0.2834 0.3643 -0.1280
H 0.96739 4.29383 -2.52489 -0.0563 0.2581 0.1322
H -1.01114 3.18212 -2.20315 0.2203 -0.0411 0.0864
H -1.55640 1.75140 -0.32764 -0.0668 0.9353 0.0503
H -1.22446 4.32884 -0.90743 0.2637 -0.1541 -0.2268
H 0.45146 3.77630 2.73934 0.0893 0.0660 -0.3087
H -0.86143 2.06183 1.87656 0.2534 0.7745 -0.1991
P 1.59946 -0.57293 -1.87322 0.5750 0.8434 -0.3682
P -1.99796 -0.43606 -1.70040 -0.0278 -0.0331 0.8115
C 0.53202 0.49872 -2.95683 -0.8063 0.0200 -0.9764
C -1.00981 0.16447 -3.13846 0.0447 -0.3629 -0.2860
H 0.95663 0.25428 -3.95467 0.1409 0.2997 0.3671
H 0.67320 1.58362 -2.75064 0.1366 -0.9788 0.2007
H -1.57312 1.02648 -3.53559 0.7342 -0.0562 0.0883
H -1.14148 -0.63391 -3.88917 0.3760 0.3382 0.0865
C -2.78354 -1.98280 -2.29921 0.1097 -0.3404 -0.3026
H -3.36570 -2.44120 -1.47884 0.3505 0.2763 -0.3924
H -2.00276 -2.69043 -2.62582 -0.5248 0.1976 0.1770
H -3.47224 -1.78125 -3.14456 0.4058 -0.0048 0.3917
C -3.51180 0.61372 -1.69127 -0.1625 0.4644 0.4412
H -3.70013 1.08712 -2.66339 0.0323 -0.1926 0.1641
H -3.44824 1.40170 -0.92564 0.0308 -0.1529 -0.3713
H -4.38434 0.00122 -1.41706 0.3638 0.0570 -0.1814
C 3.16518 -0.96010 -2.71850 -0.0125 -0.6333 -0.3915
H 3.87613 -1.32740 -1.95874 -0.3619 0.0563 -0.3252
H 3.63789 -0.13395 -3.27036 -0.4451 -0.0680 0.2662
H 2.92400 -1.78502 -3.40617 0.3389 0.3148 0.0146
C 2.28715 -0.03480 -0.23488 0.5070 0.1500 0.2040
H 1.95991 0.96210 0.24608 0.3913 -0.5410 -0.5826
H 3.35275 0.22834 -0.43989 -0.8610 -0.2683 -0.0606
H 2.29970 -0.82553 0.53884 -0.2207 -0.1145 -0.4556
N 0.24203 -3.14847 -2.22901 1.1386 1.8462 0.4518
C 0.75742 -2.14183 -1.93628 -0.7250 -1.4082 -0.0483
```
Forces are in eV/Å.

Computed properties:
HOMO level (spin up / spin down) = -8.479 / -8.602 eV
Total charge = +1
Orbital gap (spin up / spin down) = 4.261 / 4.464 eV
LUMO energy (spin up / spin down) = -4.2 / -4.1 eV

***

(3)
The following is a quantum chemistry calculation of a 2-piece molecular cluster, C6H13NO2 overall in a non-equilibrium geometry, from the Open Molecules 2025 dataset.

The geometry in XYZ format:
```
22
Properties=species:S:1:pos:R:3:forces:R:3
C 1.68400 -0.90726 1.33638 -0.2050 0.4690 0.0484
C 2.51042 -0.14524 0.35304 0.5115 3.0973 -0.2312
C 2.12799 1.29880 -0.33063 0.5616 -2.0074 2.4958
O 1.99344 0.04183 -0.91479 -0.6962 -0.9145 -1.7220
H 2.16908 -0.90077 2.31032 -0.0191 -0.0430 0.0558
H 1.55824 -1.93615 1.00136 0.1036 -0.0868 -0.0442
H 0.68318 -0.48151 1.42612 0.0160 0.0119 0.0167
H 3.59098 -0.19358 0.43972 0.0446 -0.5978 -0.3631
H 1.29061 1.73496 0.19510 -0.4645 0.0805 -0.5283
H 2.85608 1.94471 -0.80396 0.1655 -0.0299 0.2482
C -1.38901 0.78930 -1.47807 -0.0137 -0.2700 0.0684
C -1.30968 -0.46183 -0.65329 -0.0169 0.0149 0.2188
O -0.50791 -1.47014 -1.16142 -0.0393 0.0158 -0.1137
C -1.96734 -0.70043 0.48241 0.1872 -0.0489 -0.2916
N -2.83367 0.17722 1.15550 -0.0984 0.1800 0.0470
H -0.38643 1.12325 -1.75339 0.0125 0.0326 0.0146
H -1.87683 1.60017 -0.94172 -0.0150 0.0695 0.0039
H -1.93615 0.59877 -2.40393 -0.0049 0.0330 -0.0298
H 0.33623 -1.08005 -1.43448 -0.0392 0.0432 0.1134
H -1.80628 -1.64582 0.98164 0.0552 -0.0650 -0.0103
H -3.58950 -0.30232 1.62294 0.0179 0.0620 -0.0605
H -3.19743 0.91611 0.57113 -0.0634 -0.0464 0.0636
```
Forces are in eV/Å.

Computed properties:
HOMO level = -7.485 eV
Orbital gap = 8.465 eV
SMILES string = C[C@@H]1CO1.C/C(O)=C\N
LUMO energy = 1.0 eV

***

(4)
The following is a quantum chemistry calculation of one molecule with the formula C6H9N3O in a non-equilibrium geometry, from the Open Molecules 2025 dataset.

The geometry in XYZ format:
```
19
Properties=species:S:1:pos:R:3:forces:R:3
H 1.31944 0.71895 1.94182 -1.7802 0.4925 -1.5618
N 0.41762 0.93802 1.40587 1.9910 0.1273 1.7553
C 0.00576 0.08842 0.57941 1.2477 -0.5789 1.2707
O 0.62207 -1.01135 0.05506 -1.4263 0.8505 0.0065
C 1.96310 -0.77260 0.05548 4.4072 -1.1045 0.7339
C 2.47020 0.22133 -0.97868 -0.2216 -2.2872 -1.7615
N -1.27770 0.14034 0.21987 -2.8207 0.4730 -0.7799
C -1.94648 -0.57891 -0.72103 -2.5172 0.7163 1.1428
C -3.28186 -0.26607 -0.48683 2.5664 -0.9043 -1.4837
N -3.42718 0.65073 0.46757 -0.0767 1.1991 1.4871
C -2.23377 0.88136 0.89647 1.7058 0.4444 0.3943
H 2.28596 -0.34567 1.02504 -0.0578 -0.6074 -0.3188
H 2.52504 -1.74580 0.01361 -0.8561 0.7076 -0.2859
H 2.04019 -0.05746 -2.01370 0.6330 0.9193 1.5692
H 2.25730 1.17004 -0.60224 -0.8264 1.8287 -0.1639
H 3.56048 0.19300 -1.03048 -0.0444 -0.3358 -0.0731
H -1.45853 -1.20297 -1.37811 0.7450 -1.2445 -1.2161
H -4.09047 -0.58018 -1.03741 -1.6489 -0.8446 -1.0965
H -1.75118 1.55882 1.58827 -1.0200 0.1487 0.3815
```
Forces are in eV/Å.

Computed properties:
HOMO level = -8.797 eV
Orbital gap = 9.588 eV
SMILES string = [H]/N=C(\OCC)n1ccnc1
LUMO energy = 0.8 eV

***

(5)
The following is a quantum chemistry calculation of C33H40N4NiP2 as an isolated structure in a non-equilibrium geometry, from the Open Molecules 2025 dataset.

The geometry in XYZ format:
```
80
Properties=species:S:1:pos:R:3:forces:R:3
Ni 0.07202 0.47867 0.99694 -0.5038 0.2091 2.2443
C -1.29943 1.31536 -3.37428 -0.3496 -0.6537 -0.0700
C -1.16393 -0.00439 -3.17823 -0.8197 0.4666 -0.5435
C -0.37259 -0.87548 -4.11916 0.4119 -0.0495 0.1276
C 1.05518 -0.34287 -4.43638 0.4047 -0.1630 -0.8477
C 1.75561 0.33195 -3.29355 0.4004 1.0425 -0.2914
C 1.50615 1.58465 -2.84994 0.8141 -0.5043 -0.7744
C 0.82409 2.63499 -3.69287 -1.0706 0.1525 0.0975
C -0.47124 2.08904 -4.34937 -0.3367 0.5563 -0.6320
C 1.32404 1.00638 2.42557 -0.1480 1.9516 1.7753
H -2.08595 1.88703 -2.89007 0.3870 -0.2098 0.4947
H -1.74048 -0.53142 -2.40206 0.0519 0.6440 -0.7319
H -0.88312 -0.97421 -5.09680 -0.0161 0.0133 0.4976
H -0.32521 -1.88991 -3.69190 0.1737 0.2136 -0.1845
H 1.64231 -1.19542 -4.79623 0.0592 0.1080 0.1453
H 1.00240 0.34340 -5.29407 0.1362 -0.4791 0.2540
H 2.61084 -0.22313 -2.92111 -0.3956 -0.0976 0.8092
H 1.88673 1.91990 -1.88266 0.3858 -0.0884 -0.5500
H 1.47190 3.01500 -4.51535 -0.1020 -0.2822 0.6764
H 0.54351 3.50133 -3.06341 0.2463 -0.3433 -0.2487
H -1.06977 2.92356 -4.75182 0.2307 -0.1203 0.2187
H -0.20575 1.48637 -5.22020 -0.3113 0.2766 0.2053
H 0.62661 1.67854 2.94185 0.4143 0.3213 0.1980
H 2.26341 1.54719 2.25226 -0.2294 -0.3772 0.2020
H 1.47166 0.20039 3.14875 0.1075 -0.0995 -0.3485
P 1.92970 -0.35992 0.40519 -0.4723 0.0919 0.2438
P -1.66091 -0.64813 0.47288 0.7853 2.0311 -0.5641
N 3.22312 0.77302 -0.08576 -0.6768 0.0080 -0.0874
N 2.86734 -1.58180 1.16318 0.8222 -0.8056 0.2769
N -2.64307 0.61516 -0.23209 0.3117 0.3997 -0.3273
N -2.87969 -1.63754 1.10962 0.0048 -0.9311 0.7269
C 0.88909 -1.24189 -0.85724 0.3778 -0.6932 -1.3746
C -0.57345 -1.76596 -0.54222 -0.1156 -0.7733 -0.2939
C 3.09627 2.16298 0.12525 1.0580 -0.0243 -0.7090
C 4.16658 2.81294 -0.47579 -1.0287 -1.4454 0.3081
C 4.96430 1.80617 -1.11176 -0.7181 -0.8954 0.5609
C 4.39369 0.56928 -0.82467 -0.0329 0.8365 -0.2434
C 3.71191 -1.34012 2.26437 0.1616 -1.1794 -0.4653
C 4.40369 -2.51039 2.55332 -0.8174 0.5721 -0.7811
C 3.95033 -3.51653 1.62773 -0.3643 0.7495 -0.0853
C 3.00196 -2.93183 0.80858 0.7396 0.2164 0.5098
C -2.20032 1.93366 0.05885 -0.7490 -0.2666 -0.3719
C -3.01511 2.81841 -0.60303 0.2037 -0.7343 0.1700
C -3.98503 2.05554 -1.33185 0.2903 -0.9057 0.1640
C -3.72050 0.71189 -1.10677 -0.1642 0.8236 0.2401
C -4.26158 -1.78986 0.87587 0.2470 -0.4331 0.1792
C -4.71745 -2.81343 1.68358 0.6298 0.6135 -0.2453
C -3.61339 -3.27514 2.47855 0.4751 0.3842 -0.5899
C -2.50004 -2.56112 2.09448 -1.0410 -0.2912 -0.1246
H 1.52174 -2.08039 -1.16569 -0.4557 -0.2760 -0.3435
H 0.80554 -0.62935 -1.76705 0.1271 -0.0165 0.7023
H -1.09036 -1.98393 -1.49576 0.5495 -0.2992 0.3736
H -0.52106 -2.71300 0.02980 -0.1135 0.3827 -0.1734
H 2.27606 2.56132 0.69285 -0.0553 -0.0069 -0.1523
H 4.34528 3.87028 -0.44506 0.0063 0.1500 -0.0551
H 5.83497 1.98088 -1.72322 0.1060 -0.1398 0.1646
H 4.73428 -0.43544 -1.04921 -0.1462 0.2181 -0.0576
H 3.72475 -0.37804 2.75008 0.0725 -0.0010 -0.1561
H 5.16242 -2.63375 3.31448 -0.2106 0.0610 -0.0384
H 4.30799 -4.53847 1.57069 -0.2138 0.1926 0.0141
H 2.41477 -3.34800 0.00555 0.1655 -0.0323 0.0909
H -1.40073 2.10408 0.79741 -0.4602 -0.0829 -0.7551
H -2.90213 3.88864 -0.57969 -0.1253 0.0484 0.0455
H -4.77118 2.43960 -1.97017 0.1229 -0.0694 0.1100
H -4.22443 -0.18316 -1.46311 0.2430 0.4245 -0.0731
H -4.78346 -1.16635 0.15072 0.2654 -0.3680 0.5027
H -5.72469 -3.20808 1.69703 0.1072 0.2043 0.0421
H -3.63123 -4.04214 3.24074 -0.0164 0.0980 -0.1358
H -1.48315 -2.58051 2.46562 -0.3042 -0.0691 -0.1239
C -2.30359 0.26332 5.48568 -0.1967 0.0778 -0.3485
C -1.33950 -0.68443 5.14804 0.4007 0.0683 -0.5526
C -0.78802 -0.70772 3.84965 -0.5527 -0.0495 0.3625
C -1.25844 0.13772 2.81728 1.2770 0.0850 1.3188
C -2.09938 1.17288 3.22826 -0.5552 0.0010 0.2242
C -2.66594 1.20556 4.52493 0.2865 0.0039 -0.2116
H -2.75135 0.28007 6.48554 0.1916 -0.0053 -0.4286
H -1.01040 -1.39222 5.90999 0.0895 0.1304 -0.2626
H 0.05188 -1.38528 3.65335 -0.4459 -0.0159 0.0245
H -2.30984 2.01000 2.55682 -0.3256 -0.4167 0.2179
H -3.38722 1.98358 4.78824 0.2988 -0.1329 -0.1652
```
Forces are in eV/Å.

Computed properties:
HOMO level (spin up / spin down) = -4.876 / -8.067 eV
<S²> = 2.02
Orbital gap (spin up / spin down) = 5.424 / 7.741 eV
2S+1 = 3
LUMO energy (spin up / spin down) = 0.5 / -0.3 eV

***

(6)
The following is a quantum chemistry calculation of one molecule with the formula C4H4O, from the Open Molecules 2025 dataset.

The geometry in XYZ format:
```
9
Properties=species:S:1:pos:R:3:forces:R:3
C 0.38252 -0.15651 1.39965 0.0360 -0.0564 -0.0648
C -0.37807 0.13523 0.13605 0.0430 -0.0411 -0.1344
C 0.11964 -0.03976 -1.08517 -0.0299 0.0056 -0.0155
C -0.19422 0.08844 -2.34217 -0.0307 0.0208 -0.7282
O -0.28917 0.13294 -3.50819 0.0964 -0.0445 0.9325
H 1.26678 -0.75796 1.17439 -0.1316 0.1058 0.0180
H -0.22904 -0.68484 2.13992 -0.0093 0.1007 -0.1868
H 0.72433 0.77072 1.87975 -0.1575 -0.0712 -0.1506
H -1.40276 0.51174 0.20578 0.1836 -0.0198 0.3298
```
Forces are in eV/Å.

Computed properties:
HOMO level = -8.916 eV
Orbital gap = 8.637 eV
SMILES string = CC=C=C=O
LUMO energy = -0.3 eV

***

Molar mass, record by record: 383.1; 594.5; 131.2; 139.2; 613.4; 68.1 g mol⁻¹